one:
Molecular formula: C23H27BrN4O4
Method: DFT, ωB97M-V/def2-TZVPD

Geometry as ORCA input:
```
! wB97M-V def2-TZVPD RIJCOSX def2/J DEFGRID3
* xyz 0 1
C -3.7608 4.4116 -3.5026
H -4.2256 4.2198 -2.7139
C -1.0382 -3.6114 4.5638
C 1.6189 0.2370 1.6755
C 2.1244 1.2873 -0.6172
C -1.1410 -4.9867 4.2316
C 1.0048 -0.8240 -0.3159
Br -3.1087 -5.2649 3.6895
H -2.0908 3.5832 -1.4487
H 2.0499 0.7766 2.2342
H 1.3084 -1.1502 -1.5280
H -2.7573 3.0813 -5.8993
C -1.1949 -2.5817 3.5401
O 1.2493 -1.9184 4.2897
C 2.3534 2.3875 0.2322
N 3.8321 2.8645 2.2359
H -0.0623 0.7072 -6.4131
C -0.4194 -5.2664 3.0704
O 1.7687 0.2387 4.1692
C -1.3074 2.0099 -5.1494
N -0.4345 -2.9942 2.3575
H 3.0019 3.2780 2.6187
C 1.1345 -0.9385 2.2725
O -0.4451 1.7471 -0.4864
H -3.3354 5.5067 -3.6469
N 1.3316 -0.8035 3.6822
H -4.3654 4.2944 -4.3118
H -0.6140 2.2662 -7.1214
C 0.0526 1.8620 -1.4315
H -1.1088 -1.5515 3.7661
C -0.8403 1.3537 -6.5215
H 1.5471 1.6615 -2.6402
H 4.6536 2.6192 2.9196
H -0.6893 -6.2567 2.7446
H 0.0000 -3.5678 5.0285
C 0.5221 -1.9298 0.4082
H 0.7587 -5.0462 3.4195
H 1.5255 2.7371 0.9224
H 0.1499 -4.1947 1.1866
H -1.6034 0.7861 -6.8556
C -0.5361 1.4536 -4.1351
C -0.3769 -4.2502 1.9860
C -1.7582 2.9488 -2.4803
H 0.2352 0.7553 -4.2204
H -1.2153 -5.5068 5.1735
H -0.0135 -2.8661 -0.1432
H -1.6187 -4.2132 1.4795
H 2.5624 3.3031 -0.4592
C 0.4176 -1.7710 1.7829
C -2.6098 3.3015 -3.6238
H -1.6869 -3.2402 5.5709
H -2.3264 -2.6820 2.9929
C 1.7263 0.0340 0.3195
O 4.8107 1.8925 0.5364
H 3.0274 0.8042 -1.0113
C -0.7827 2.1040 -2.7325
C 3.9197 2.2674 1.0033
C -2.4438 3.0008 -4.9840
N 1.2239 1.6344 -1.7108
*
```

The value obtained for the HOMO energy is -0.2778 Ha. The HOMO-LUMO gap is 6.704 eV.



two:
Molecular formula: C23H27BrN4O4
Method: DFT, ωB97M-V/def2-TZVPD

Geometry as ORCA input:
```
! wB97M-V def2-TZVPD RIJCOSX def2/J DEFGRID3
* xyz 0 1
O -1.6829 2.0975 2.2942
H 0.3619 2.2012 1.3049
H -3.2489 -1.7342 2.6557
C 0.5252 3.8113 -2.7018
N -1.2648 -1.9793 2.0467
C -0.0890 4.7245 -3.5443
H -0.0095 3.4595 -1.8298
H 1.8681 5.5961 -6.9381
C 3.4332 2.3655 1.3476
H -1.8294 4.8716 -2.2972
H -1.5850 -3.3697 3.5312
H 2.8636 -1.1301 0.3729
O 3.2212 1.4606 -2.5757
C -2.9250 -4.2059 1.3510
H -2.6315 -2.7353 -0.1801
C -1.0093 -3.2867 2.5992
C 1.7922 3.3181 -3.0013
N 2.2616 2.4821 -0.8057
H 3.5655 0.9865 -0.3159
H -2.1541 4.9751 -4.0305
C 3.8660 1.3869 2.4292
H -1.4377 6.3456 -3.1918
H 0.1046 5.8579 -5.3435
H 3.5088 0.9531 4.3862
H -3.5239 -4.3590 2.2521
N 3.2653 1.5693 3.6281
C 0.9697 -1.5853 1.2232
Br -3.5514 -5.5850 0.0827
O 4.6624 0.4985 2.2383
H 1.1494 -2.6476 1.1805
H -4.2265 -2.6631 0.5822
H 3.3377 5.8152 -5.9853
C 2.4329 3.7302 -4.1617
C 0.5543 1.1397 1.2458
C 2.5519 5.1070 -6.2489
C 1.9346 -0.7313 0.7491
N -1.4617 0.9173 2.5125
C -0.2670 -1.1162 1.7060
H -1.2684 -5.3762 2.1023
H 2.6020 2.3018 3.8035
H -2.7694 -0.7781 1.2432
C 1.7294 0.6508 0.7222
C 0.5822 5.1423 -4.6886
H -0.8775 -4.3456 0.7164
C -2.6530 -1.7433 1.7354
O -2.0339 0.2752 3.3784
C 2.7952 1.5797 0.1877
H 3.0197 4.2637 -6.7522
C -1.4570 5.2579 -3.2426
H 2.7218 3.0914 1.7439
C 2.4883 2.3232 -2.1362
H 3.4052 3.3195 -4.3888
C -3.1639 -2.8249 0.7706
H 4.3135 2.8932 0.9785
C 1.8378 4.6511 -5.0136
C -0.4206 0.2880 1.7720
H 1.6387 3.2104 -0.4967
H 0.0462 -3.3834 2.8501
C -1.4489 -4.4018 1.6458
*
```

The value obtained for the HOMO energy is -0.3047 Ha. The HOMO-LUMO gap is 7.794 eV. The SMILES is Cc1cc(C)cc(C(=O)N[C@@H](CC(N)=O)c2ccc(N3CCC(Br)CC3)c([N+](=O)[O-])c2)c1.



According to the calculations, the structures order from most to least stable as two, one.



one:
Molecular formula: C2H2Br2P
Method: DFT, ωB97M-V/def2-TZVPD

Geometry as ORCA input:
```
! wB97M-V def2-TZVPD RIJCOSX def2/J DEFGRID3
* xyz 1 1
H 1.9108 -0.6208 -0.2061
C -0.0909 -0.2648 -0.0220
Br -3.3127 -0.4555 -0.0086
P -1.4880 0.8022 0.0003
C 1.2429 0.0966 0.0207
H -0.2871 -1.3715 0.2243
Br 2.0250 1.8138 -0.0085
*
```

The value obtained for the HOMO energy is -0.5546 Ha. The HOMO-LUMO gap is 7.251 eV.



two:
Molecular formula: C2H2Br2P
Method: DFT, ωB97M-V/def2-TZVPD

Geometry as ORCA input:
```
! wB97M-V def2-TZVPD RIJCOSX def2/J DEFGRID3
* xyz 1 1
Br -2.3384 -0.9224 0.6883
P -0.6720 0.3362 1.3117
H 0.6702 -0.8961 -2.0737
C 0.8214 -0.5138 -1.0747
C 0.8214 -0.2755 0.1147
Br -1.0234 2.3451 0.2273
H 1.7208 -0.0734 0.8064
*
```

The value obtained for the HOMO energy is -0.5433 Ha. The HOMO-LUMO gap is 7.269 eV.



According to the calculations, the structures order from most to least stable as one, two.



one:
Molecular formula: CH3O3PS
Method: DFT, ωB97M-V/def2-TZVPD

Geometry as ORCA input:
```
! wB97M-V def2-TZVPD RIJCOSX def2/J DEFGRID3
* xyz 0 1
O -1.9285 1.5363 -0.6924
H -3.5280 -1.8045 0.5113
H 2.3390 0.8498 0.5785
H 1.5884 0.7826 -1.1153
P -3.8486 -0.7381 -0.3643
S -2.1703 0.4669 0.2363
O -3.7739 0.4760 0.8044
O 0.4771 0.0941 0.4174
C 1.4689 0.5813 -0.0412
*
```

The value obtained for the HOMO energy is -0.3414 Ha. The HOMO-LUMO gap is 9.298 eV. The SMILES is O=S1#[PH]O1.C=O.



two:
Molecular formula: CH3O3PS
Method: DFT, ωB97M-V/def2-TZVPD

Geometry as ORCA input:
```
! wB97M-V def2-TZVPD RIJCOSX def2/J DEFGRID3
* xyz 0 1
H -0.3354 -1.7070 0.0849
O -0.1730 1.5915 0.9184
P 1.5876 1.1585 -1.6642
H -2.0100 -1.1755 0.1608
C -0.9652 -0.9326 0.5665
S -0.5591 0.6339 -0.1350
H -0.8618 -0.9918 1.5745
O 0.7478 -0.0866 -0.9035
O 2.5691 1.5096 -0.6023
*
```

The value obtained for the HOMO energy is -0.3651 Ha. The HOMO-LUMO gap is 8.871 eV.



According to the calculations, the structures order from most to least stable as two, one.



one:
Molecular formula: C20H27FN4O4
Method: DFT, ωB97M-V/def2-TZVPD

Geometry as ORCA input:
```
! wB97M-V def2-TZVPD RIJCOSX def2/J DEFGRID3
* xyz 0 1
C 0.5856 3.4473 -0.0619
H -1.4484 0.4570 -3.9577
H 2.7559 1.8043 3.3302
N 2.1295 -0.1221 3.8689
O 3.3351 0.3307 1.3213
H -2.1521 1.2646 2.1729
H 2.8449 1.3742 5.0614
H -4.2734 -1.2001 -1.2165
H 1.4317 -1.4119 -1.5747
C -2.8616 1.0695 -1.7319
H -1.3885 -1.6993 -5.1989
H -1.3009 -0.2653 1.8197
C 0.7700 -1.6227 4.4873
H 0.5278 -2.6011 2.5026
C -2.2688 0.2424 1.7916
C -2.0612 1.0050 -0.4236
N 0.3681 1.1394 -0.9504
C 2.4352 -0.4939 1.4332
C -2.7982 -2.6152 -3.8843
C 1.7369 0.6834 -1.2421
C 3.5378 -1.0243 -1.4412
H -2.4586 1.8602 -2.3671
O -0.6184 -0.8795 -0.5410
C 0.2075 2.5652 -1.2448
H 3.6497 -0.8161 -2.5061
C 3.0028 1.0248 4.0457
C 0.9580 -1.8301 3.1176
C -3.6209 -2.5035 -2.7813
H -0.0990 3.2910 0.7732
O -2.8171 0.2530 0.4873
C 2.0994 -0.7776 -0.9983
H 0.8493 2.7928 -2.0987
H 4.2274 -0.3940 -0.8829
O -0.0234 -2.3531 5.3004
C -0.6868 0.3340 -0.6521
H 0.0626 -1.9896 6.1903
H 0.9814 -1.5815 0.5548
C -2.8715 -0.2231 -2.5059
H 0.5528 4.5015 -0.3392
F -2.7653 -3.7848 -4.5579
H -1.9340 2.0183 -0.0229
H -3.8766 1.3617 -1.4560
H 1.9284 0.8799 -2.3035
H 1.5939 3.2166 0.2840
C -2.0604 -0.3746 -3.6247
H 3.8019 -2.0667 -1.2669
C -3.6509 -1.3000 -2.0958
N 1.8853 -1.1622 0.3959
C 1.8494 -0.8333 2.7565
N 1.4691 -0.5995 4.9404
H 4.0427 0.7421 3.8996
H -0.8070 2.7734 -1.5700
C -2.0140 -1.5709 -4.3263
H -4.2183 -3.3496 -2.4706
H -2.9659 -0.2968 2.4283
H 2.4213 1.3099 -0.6681
*
```

The value obtained for the HOMO energy is -0.3217 Ha. The HOMO-LUMO gap is 9.335 eV. The SMILES is CCN(C[C@@H](C)NC(=O)c1cc(O)nn1C)C(=O)[C@@H](Cc1ccc(F)cc1)OC.



two:
Molecular formula: C20H27FN4O4
Method: DFT, ωB97M-V/def2-TZVPD

Geometry as ORCA input:
```
! wB97M-V def2-TZVPD RIJCOSX def2/J DEFGRID3
* xyz 0 1
H 4.6560 -1.3205 -1.2636
H 1.2207 -3.6736 -2.2153
C 2.5787 -2.6383 -0.1097
H -2.0581 2.7116 -2.5624
C 4.0185 -1.7921 -1.9998
C 0.9438 -0.6936 -0.4347
O 1.3248 0.0801 -1.2847
H -4.3113 1.5971 1.7215
H -2.2012 -3.4755 1.2495
F 3.7138 -2.0852 -5.5845
H 3.4814 -2.8367 0.4705
H 3.6469 1.2164 1.6066
H -1.0069 -0.7649 -2.2297
C -0.7602 -2.3541 0.0928
C 2.7130 0.6951 1.4082
C 2.0850 -3.0992 -2.5309
C -0.6326 3.9381 3.3365
H 2.0584 1.3311 0.8131
N -2.9282 3.5640 3.9679
H 0.0952 -2.8532 0.5333
C -2.3323 2.5451 2.0777
C -3.9621 2.8937 3.4953
O -0.1951 2.2055 1.1102
H 1.4887 -1.6003 1.4602
H 5.1489 -1.0737 -3.6944
O 3.0554 -0.5002 0.7276
H 2.2166 0.4716 2.3604
H -3.0040 1.2170 -2.6506
C -1.3146 1.1370 -1.2828
H -5.0586 3.4210 4.9293
C 2.9110 -2.5203 -1.5746
C 3.4494 -2.2284 -4.2678
C 4.2956 -1.6408 -3.3488
H 1.7120 -3.4091 -4.6400
H -2.3087 -0.7447 -1.0355
H -1.6625 -1.9729 2.0137
C -1.9931 1.6244 -2.5532
H 0.0795 3.1847 3.6662
H -0.9934 -2.8904 -0.8363
C -1.9285 -2.4362 1.0632
H -1.4206 1.3067 -3.4244
C 1.9726 -1.3617 0.5022
H -3.0282 1.7215 -0.1537
C -3.6623 2.2298 2.3012
N -1.9334 3.3416 3.0897
N -0.4062 -0.9673 -0.2308
C 2.3453 -2.9600 -3.8872
H -2.8109 -1.9257 0.6768
N -2.0244 1.6527 -0.1152
H -0.2509 4.4003 2.4311
H -0.3022 1.5213 -1.2310
C -1.4071 2.1218 0.9923
C -1.2974 -0.3905 -1.2392
H 1.9132 -3.4888 0.0394
H -0.7774 4.6844 4.1122
O -5.1520 2.8843 4.1326
*
```

The value obtained for the HOMO energy is -0.3245 Ha. The HOMO-LUMO gap is 9.398 eV. The SMILES is CCN(C[C@@H](C)NC(=O)c1cc(O)nn1C)C(=O)[C@@H](Cc1ccc(F)cc1)OC.



According to the calculations, the structures order from most to least stable as one, two.



one:
Molecular formula: C46H53FN5O2S2SiY
Method: DFT, ωB97M-V/def2-TZVPD

Geometry as ORCA input:
```
! wB97M-V def2-TZVPD RIJCOSX def2/J DEFGRID3
* xyz -2 1
C 3.1704 0.0323 -2.1330
H -0.1049 -5.9523 -1.5587
H -4.1598 0.2849 -3.5258
C -2.0640 -4.0151 0.4044
C -3.2119 -6.0353 -0.2241
C -2.9169 -0.9203 2.2947
H 3.5821 5.9190 0.4247
C 4.0514 3.8315 0.7030
C 1.5320 -1.2093 3.8215
H -2.0749 -3.0727 0.9342
H -4.9618 3.8429 -3.1047
H -4.0971 2.6165 1.3254
H 2.7253 1.0496 4.6769
C 2.0304 0.9580 -2.5611
C -3.6100 -2.0663 2.8251
H -2.6077 3.5840 -3.9692
C -3.6138 2.1852 -2.6170
Si -2.8768 2.7002 -0.8709
C 1.3326 -4.2192 0.5310
C 0.0042 -2.0796 -0.0536
H 4.5858 -2.0238 -1.4706
H -5.1574 3.3266 0.0818
C 3.2279 -0.5564 -0.7171
C -2.6588 2.5121 -3.7656
C -3.7596 0.6566 -2.5712
H 5.0892 4.0181 0.9583
H -1.8585 6.0259 0.6960
S -3.1391 -0.6581 0.5922
C 4.0934 -1.6409 -0.5808
H -2.9914 2.0193 -4.6912
C -0.9796 -5.6193 -1.0095
H -1.2057 6.1715 -1.5653
H 3.8810 -2.2103 2.7337
H 0.7029 -4.0963 -2.4265
C 1.4889 3.3292 0.0587
H 3.7356 -6.1148 2.9038
N -4.1951 -2.9910 3.1893
C -2.1724 -0.1525 3.1388
C 1.9361 -4.9491 2.7468
H -1.1859 4.3983 0.8681
H -1.8722 5.1578 -2.8408
C -0.9574 -4.3978 -0.3372
H -4.4300 0.3245 -1.7742
F 0.2123 3.0018 -0.3224
H -4.0886 -6.6704 -0.1792
C -2.5647 4.6492 -0.8321
C 4.5044 0.7212 -2.4561
H 3.0966 -0.8450 -2.7871
C 0.3952 -2.1081 -2.2191
S -1.2712 1.2742 2.6840
C 1.0667 -4.2880 1.8961
H 4.6289 1.6189 -1.8494
C -4.9922 2.7625 -2.9456
C 2.8132 -0.6790 1.6871
H -5.7146 2.5643 -2.1495
H -4.6374 5.2465 -0.4137
H 0.1766 -3.8123 2.2859
O -0.2082 -1.6118 1.0826
H -2.1043 -7.3775 -1.4876
N -0.0837 -1.3457 -1.1668
C -2.0998 -6.4306 -0.9602
C 3.7006 -1.7439 1.7712
C 4.3501 -2.2199 0.6461
H 2.1339 1.9610 -2.1489
C -2.1215 -0.4993 4.5316
C -4.4014 2.5582 0.2769
H 1.1796 5.4044 -0.2082
C -2.0860 4.9533 0.5976
Y -0.7648 0.7410 0.0853
C 0.3223 -3.5569 -0.3864
H 0.8039 -1.7836 3.2508
H 4.0328 0.0079 4.0922
N 0.7968 -3.3597 -1.7472
H -2.7975 0.1549 -2.4179
H 4.1927 -6.0316 0.4705
C 3.0605 -5.5874 2.2397
H 5.0233 -3.0645 0.7233
H -2.8507 4.7073 1.3385
H -1.6410 2.1636 -3.5604
H -0.5958 4.5270 -1.8067
H -4.1651 5.4379 -2.1039
C 2.1830 -0.1379 2.9538
C 3.3142 -5.5440 0.8782
H 4.2902 1.7106 0.9162
H 2.2697 -1.8994 4.2467
C -3.8089 5.5104 -1.0735
C 3.2040 0.6524 3.7775
H 2.6933 -4.7734 -1.0240
H -4.0390 -4.5061 1.0455
C 1.8900 4.6321 0.0589
C 2.2622 2.2081 0.3795
H 4.5266 1.0197 -3.5088
C 2.4608 -4.8503 0.0295
C 3.6047 2.5163 0.6878
H -4.8669 1.5790 0.1581
H 1.3947 0.5485 2.6592
C -3.1887 -4.8311 0.4593
N 1.6600 1.0071 0.3248
H 5.3559 0.0643 -2.2666
O 0.4487 -1.7910 -3.3921
H -5.3863 2.3099 -3.8687
C 2.5711 -0.0768 0.4327
C 3.2185 4.9005 0.4011
H 3.6187 1.4910 3.2192
H 1.7299 -4.9682 3.8102
H 1.0537 0.5572 -2.3104
C -1.4970 5.1391 -1.8154
H -3.5705 6.5697 -0.8892
H 2.0631 1.0408 -3.6513
H 1.0042 -0.7377 4.6534
N -2.0681 -0.7447 5.6572
*
```

The value obtained for the HOMO energy is -0.0725 Ha. The HOMO-LUMO gap is 6.112 eV.



two:
Molecular formula: C46H53FN5O2S2SiY
Method: DFT, ωB97M-V/def2-TZVPD

Geometry as ORCA input:
```
! wB97M-V def2-TZVPD RIJCOSX def2/J DEFGRID3
* xyz -2 1
C -3.1206 -5.9876 2.0527
C 4.7369 -1.9994 2.0080
C 3.0024 -1.1505 0.6106
H 0.4800 -5.1143 -1.4794
C -2.3277 1.6095 -2.8381
C 3.7905 -2.8356 2.5847
C -0.5729 -4.1396 3.1251
F 2.6338 -0.3536 -0.4886
C 0.8944 -4.2974 -0.8716
H -1.3456 4.9819 1.9160
C -0.5699 -2.9335 2.5316
C -2.7735 -6.0158 0.7065
Si 1.2925 2.7560 0.1073
N -1.4352 -4.3752 -0.5799
N 0.7321 -1.8050 0.7481
C -0.8161 -1.7377 3.4369
H 3.7332 2.0526 0.0106
S -2.5892 1.5483 -0.0354
N -5.0517 3.4561 -1.8296
H -0.1436 -6.2680 2.9981
S -0.8738 0.6678 -3.0448
C 2.4951 4.9045 -1.5781
C -0.8833 4.4449 1.0850
H -2.1971 -9.3480 0.4275
H -2.3456 -0.7311 2.2709
H 0.2383 -0.6181 4.9644
C -4.9243 -5.0480 -1.4914
H 2.3639 4.9524 2.0835
C 0.2482 4.1118 -2.2426
H -3.3856 -5.0576 2.5268
C 0.5167 3.9734 1.4739
H -0.1919 4.9351 -1.6871
H 1.4258 -3.4710 -2.7882
H 0.1830 -2.5300 -1.9560
C 1.3577 5.2159 1.7703
N -3.2105 2.4937 -5.0651
C 0.3831 3.1764 2.7752
C -2.8008 -8.3624 2.2305
H -1.6464 0.2378 3.5732
H -2.8044 -9.2671 2.8247
H 2.2214 -5.7456 0.0979
C -5.6035 -5.3522 -2.6584
C -0.3053 -2.7764 1.0505
C 1.5798 3.6801 -1.6303
H 0.8979 5.8017 2.5695
C -1.5992 -2.2070 0.3649
H 0.9262 -2.2187 4.6491
H -5.4670 -4.7397 -0.6110
H -0.7158 -0.0300 2.0891
C -2.8510 -5.4948 -2.5912
C -4.1215 2.7755 -1.7827
C 0.4663 -1.3476 4.1877
C 2.2691 -4.7792 -0.3982
N -2.7712 -2.5645 0.8138
H 0.1697 -6.2755 0.5905
C -2.4559 -8.4047 0.8918
H 3.4623 4.6572 -1.1490
C -2.8361 2.0908 -4.0516
H 2.0479 5.6987 -0.9890
C -0.0576 -5.3578 1.1143
H 2.6597 5.2949 -2.5843
H -6.6836 -5.2953 -2.6792
H 2.3739 3.1121 -3.5710
H -0.8459 5.1236 0.2380
H 2.7293 -4.0759 0.2858
H -2.1843 -7.2886 -0.9064
C 2.4770 -2.8381 2.1820
H -0.7819 -4.2250 4.1854
Y -0.0520 0.3709 -0.3975
H -0.0440 3.8024 3.5629
H 4.1009 -3.5233 3.3609
C 2.2224 2.6667 -2.5844
O -4.6359 -3.7975 1.0954
H 3.1908 2.3346 -2.2125
H 1.4256 5.8518 0.8937
C -4.9135 -5.7343 -3.7950
H -1.5276 3.6076 0.8223
H -1.5334 -2.0838 4.1926
H -0.2792 2.3217 2.6335
C 1.9787 -1.9451 1.1912
C -2.7730 -4.7625 -0.1606
C -3.5323 -5.8066 -3.7543
H -1.7718 -5.5542 -2.5787
H 5.0312 -0.5435 0.4517
O -1.4582 -1.3582 -0.5446
H 0.3813 4.4377 -3.2752
H 1.1890 -0.9029 3.5092
H -3.4179 -7.1010 3.8463
C -3.1373 -7.1489 2.8028
H 1.5887 1.7850 -2.7118
C 3.1208 2.5605 0.7486
H 1.7926 -3.5435 2.6172
H -5.4481 -5.9717 -4.7055
C -3.5053 -3.6218 0.6543
C 4.3209 -1.1623 0.9799
H -0.4654 3.2922 -2.2485
H 1.8686 -2.4433 -1.4356
C -2.9870 1.9571 -1.6761
H 3.1597 1.9602 1.6537
C -0.2136 -4.1539 0.2405
H -2.9785 -6.1106 -4.6337
H -1.5229 -3.6488 -1.2808
H 2.9134 -4.8810 -1.2707
C -3.5359 -5.0971 -1.4423
C 1.0959 -3.1054 -1.8132
C -0.2380 -5.3506 2.4312
H 5.7692 -2.0194 2.3303
H 3.5975 3.5127 0.9663
C -1.4218 -0.4945 2.7957
H 1.3508 2.8138 3.1201
C -2.4488 -7.2437 0.1394
*
```

The value obtained for the HOMO energy is -0.0839 Ha. The HOMO-LUMO gap is 6.313 eV.



According to the calculations, the structures order from most to least stable as one, two.